This record from the Open Molecules 2025 dataset describes FIn as an isolated structure. The level of theory is wB97M-V/def2-TZVPD.

```
! wB97M-V def2-TZVPD RIJCOSX def2/J DEFGRID3
* xyz 2 1
In 0.0224 0.9594 -1.0855
F -0.0224 -0.9594 1.0855
*
```

Calculated values
Energy relative to the best compared isomer or geometry (same formula, charge and spin): 55.11 kcal/mol
LUMO level: -19.661 eV

Calculated atomic charges, method natural (NBO), unit e: number 1, In, carries 1.956; number 2, F, carries 0.044